(1)
Here is 2 unconnected molecules or ions with the total composition C15H33FNO3P at a distorted geometry from OMol25. Energies are from ωB97M-V/def2-TZVPD.

```
! wB97M-V def2-TZVPD RIJCOSX def2/J DEFGRID3
* xyz 0 1
C -2.8252 -1.5743 -1.3100
C -2.0269 -2.5412 -0.2159
O -2.5453 -3.7723 0.0311
N -0.7631 -2.0190 0.4440
C -0.7043 -2.4033 1.9135
C 0.4931 -2.5771 -0.2559
C 0.7295 -1.8923 -1.7264
C 1.5148 -0.4537 -1.7090
C 0.8734 0.6539 -0.6497
P 1.7834 2.3254 -0.6103
C 2.2346 2.2078 1.2399
C 3.2179 0.9710 1.6567
C 4.5473 0.7708 0.7241
O 5.3180 2.0368 0.5286
C 1.4268 2.7273 -2.4497
C 2.7589 2.3680 -3.3957
F 0.1894 2.1302 -2.9963
H -2.5036 -1.9860 -2.3766
H -3.9852 -1.5623 -1.1566
H -2.3213 -0.5056 -1.2148
H -1.7076 -2.8485 2.3291
H -0.4679 -1.4367 2.5428
H 0.1904 -3.1584 2.1102
H 0.2781 -3.7204 -0.4278
H 1.4707 -2.4237 0.4112
H 1.4316 -2.6448 -2.3315
H -0.2621 -1.8200 -2.3871
H 1.5050 -0.0586 -2.8352
H 2.6569 -0.6955 -1.4792
H 0.8879 0.1019 0.4091
H -0.2879 0.7263 -0.9181
H 0.9758 3.5061 -0.2735
H 3.1740 2.5746 -0.8875
H 2.6488 3.2395 1.6629
H 1.2085 2.0328 1.8246
H 3.6138 1.2124 2.7567
H 2.6115 -0.0485 1.7781
H 5.2248 -0.0754 1.1913
H 4.1952 0.3396 -0.3311
H 5.6799 1.9819 -0.4127
H 1.3008 3.9090 -2.5675
H 3.5359 1.6813 -2.8428
H 2.3361 1.7101 -4.2975
H 3.2777 3.3282 -3.8298
C -6.3603 0.3588 2.6664
C -5.0615 0.2384 1.9150
C -4.3440 -1.0834 1.9772
O -4.6041 1.1838 1.2748
H -6.7654 1.3674 2.5315
H -7.0828 -0.3631 2.2776
H -6.1897 0.1902 3.7326
H -4.9766 -1.8696 1.5577
H -4.0835 -1.3163 3.0128
H -3.4222 -1.0239 1.3888
*
```

Values from the calculation:
Maximum force: 8.3 eV Å⁻¹
Energy: -35720.118 eV
SMILES: CC(=O)N(C)CCCC[PH2](CCCO)[C@@H](C)F.CC(C)=O

Want to see where the charge sits? The Löwdin charges in e are: -0.03, -0.30, -0.06, -0.17, -0.11, -0.19, -0.19, -0.23, -0.28, 0.77, -0.40, -0.24, -0.26, -0.15, -0.45, -0.14, -0.16, 0.09, 0.10, 0.08, 0.10, 0.09, 0.10, 0.13, 0.14, 0.12, 0.11, 0.11, 0.10, 0.08, 0.11, 0.04, 0.02, 0.10, 0.09, 0.12, 0.11, 0.12, 0.09, 0.10, 0.12, 0.05, 0.09, 0.08, -0.03, -0.49, -0.03, 0.05, 0.08, 0.09, 0.09, 0.10, 0.09, 0.05

(2)
Here is C4H6O2 in the gas phase from OMol25. Energies are from ωB97M-V/def2-TZVPD.

```
! wB97M-V def2-TZVPD RIJCOSX def2/J DEFGRID3
* xyz 0 1
C -1.3976 0.6643 0.2075
C -0.2583 -0.0678 -0.3851
O -0.0244 -0.3043 -1.7930
C 0.7298 -1.0125 -0.8089
C 1.1670 0.1450 0.0168
O 1.3536 -0.2183 1.3515
H -1.1388 0.9172 1.2418
H -1.4106 1.6027 -0.3625
H -2.3811 0.2061 0.1581
H 0.9718 -2.0628 -0.8186
H 1.7344 1.0199 -0.2872
H 0.6542 -0.8895 1.4798
*
```

Values from the calculation:
Maximum force: 0.9 eV Å⁻¹
Energy: -8336.275 eV
SMILES: C[C@]12O[C@H]1[C@@H]2O

Want to see where the charge sits? The Löwdin charges in e are: 0.01, -0.37, 0.03, -0.11, -0.25, 0.00, 0.09, 0.10, 0.08, 0.15, 0.16, 0.11

(3)
Here is a molecular structure, C4H7HgO2 at a distorted geometry from OMol25. Energies are from ωB97M-V/def2-TZVPD.

```
! wB97M-V def2-TZVPD RIJCOSX def2/J DEFGRID3
* xyz 0 2
O -1.4192 -2.6544 0.3290
C -0.2165 -2.4217 0.5933
O 0.0820 -1.1184 0.7493
Hg -0.7604 -5.0304 0.5063
C 0.8558 1.2174 -0.7547
C 0.5647 2.1188 0.3555
H 0.4160 1.5255 -1.7120
H 1.8171 0.6927 -0.6826
H 0.1067 3.0699 0.0610
H 1.3939 2.2703 1.0564
C -0.4317 -0.1760 -0.1895
H -0.5270 -0.6747 -1.1659
H -0.3889 1.1441 0.8484
H -1.4926 0.0369 0.0056
*
```

Values from the calculation:
Maximum force: 6.6 eV Å⁻¹
Energy: -12523.663 eV

Want to see where the charge sits? The Löwdin charges in e are: -0.25, -0.32, -0.11, 0.47, -0.11, -0.17, 0.09, 0.10, 0.06, 0.06, -0.19, 0.09, 0.16, 0.12

(4)
Here is C19H25N3O6S in the gas phase from OMol25. Energies are from ωB97M-V/def2-TZVPD.

```
! wB97M-V def2-TZVPD RIJCOSX def2/J DEFGRID3
* xyz 0 1
C 4.0964 1.1103 -0.9353
O 3.3183 0.1456 -0.2549
C 2.2765 0.5714 0.5102
C 2.0461 1.8884 0.8690
C 0.9917 2.1847 1.7143
C 0.1446 1.2067 2.1956
C -0.9798 1.5719 3.1384
N -2.0556 2.2949 2.4461
C -2.2344 3.6494 2.9269
C -3.2978 1.5475 2.4151
C -3.2219 0.3632 1.4539
O -3.8825 -0.6397 1.5959
N -2.3733 0.6228 0.4231
C -1.9348 -0.2373 -0.5730
C -2.5855 -1.4336 -0.8754
C -2.1012 -2.2584 -1.8763
C -0.9624 -1.9116 -2.5854
C -0.3263 -0.7254 -2.2756
S 1.1726 -0.2908 -3.1473
N 2.3197 -1.3454 -2.5746
O 1.5750 1.0298 -2.7547
O 1.0049 -0.5782 -4.5401
C -0.7920 0.1155 -1.2932
C 0.3374 -0.1326 1.8001
O -0.5827 -1.0019 2.2921
C -0.6352 -2.3544 1.8940
C 1.4127 -0.4445 0.9649
O 1.6452 -1.7431 0.5171
C 2.7538 -2.3849 1.1224
H 4.8175 0.5385 -1.5161
H 4.6249 1.7607 -0.2323
H 3.4699 1.6951 -1.6118
H 2.6786 2.6785 0.5027
H 0.8283 3.2098 2.0090
H -0.5735 2.1980 3.9395
H -1.3703 0.6576 3.5902
H -2.5818 3.6948 3.9695
H -1.2891 4.1833 2.8512
H -2.9634 4.1583 2.2969
H -4.0936 2.2008 2.0422
H -3.6121 1.1712 3.4013
H -1.8462 1.4847 0.5404
H -3.4625 -1.7099 -0.3138
H -2.6184 -3.1786 -2.1017
H -0.5747 -2.5288 -3.3800
H 2.5199 -1.2081 -1.5930
H 2.1106 -2.3029 -2.7989
H -0.2618 1.0344 -1.0966
H -1.5965 -2.7129 2.2623
H 0.1692 -2.9381 2.3499
H -0.5975 -2.4613 0.8096
H 3.6873 -1.8601 0.9080
H 2.7890 -3.3854 0.6944
H 2.6237 -2.4557 2.2081
*
```

Values from the calculation:
Maximum force: 0.9 eV Å⁻¹
Energy: -47698.379 eV
SMILES: COc1ccc(CN(C)CC(=O)Nc2cccc(S(N)(=O)=O)c2)c(OC)c1OC

Want to see where the charge sits? The Löwdin charges in e are: -0.06, -0.13, -0.22, -0.01, -0.02, -0.14, -0.11, -0.23, -0.09, -0.11, -0.45, 0.07, 0.15, -0.20, 0.00, -0.06, -0.07, -0.27, 0.62, -0.03, -0.29, -0.29, 0.01, -0.16, -0.07, -0.04, -0.14, -0.14, -0.06, 0.10, 0.10, 0.08, 0.11, 0.11, 0.13, 0.13, 0.09, 0.08, 0.09, 0.13, 0.14, 0.14, 0.11, 0.11, 0.11, 0.04, 0.07, 0.12, 0.10, 0.09, 0.09, 0.09, 0.10, 0.10